The following is a quantum chemistry calculation of a cluster of 6 separate species, C6H25NO6 in total, from the Open Molecules 2025 dataset.

energy above the lowest of the compared OMol25 structures with the same formula, charge and spin = 0.00 kcal per mole
electronic energy = -749.824288 Eh
SMILES = CCN[C@@H](C)[C@@H](C)O.O.O.O.O.O
LUMO = 0.42 eV
HOMO-LUMO gap = 10.128 eV

```
! wB97M-V def2-TZVPD RIJCOSX def2/J DEFGRID3
* xyz 0 1
C 0.9772 -0.2389 3.2036
C 0.0304 -0.6022 2.0752
N 0.4338 0.0580 0.8311
C -0.4313 -0.2302 -0.3271
C -1.9198 -0.0229 -0.0667
C 0.1106 0.5782 -1.4979
C -0.6090 0.3395 -2.8104
O 0.0432 1.9794 -1.1098
H 2.0194 -0.4486 2.9294
H 0.9103 0.8295 3.4447
H 0.7352 -0.7957 4.0974
H -0.9945 -0.3417 2.3601
H 0.0420 -1.6891 1.9060
H 0.4632 1.0589 0.9728
H -0.2659 -1.2786 -0.5821
H -2.3166 -0.7979 0.5822
H -2.4744 -0.0690 -1.0008
H -2.1219 0.9400 0.3856
H 1.1716 0.3340 -1.6021
H -1.6042 0.7854 -2.8097
H -0.7039 -0.7357 -2.9740
H -0.0352 0.7705 -3.6427
H 0.3747 2.5258 -1.8282
O -0.0186 -2.8622 -2.6078
H 0.0440 -3.4116 -3.3963
H 0.8464 -2.9696 -2.1538
O -1.7557 3.7164 0.0910
H -1.1780 3.0183 -0.2459
H -2.5166 3.7257 -0.4903
O -1.8216 2.9680 2.8755
H -1.9173 3.3744 1.9974
H -1.1414 2.2987 2.7642
O 2.4031 -3.3347 -1.2667
H 2.5676 -2.6044 -0.6393
H 2.3688 -4.1268 -0.7298
O 2.8075 -1.2977 0.4949
H 1.9932 -0.7574 0.5951
H 3.4837 -0.6858 0.1750
*
```

Atomic charges from the Löwdin analysis, expressed in e, are listed below:
1 C -0.082
2 C -0.278
3 N -0.063
4 C -0.340
5 C -0.023
6 C -0.358
7 C -0.038
8 O -0.066
9 H 0.070
10 H 0.074
11 H 0.072
12 H 0.104
13 H 0.129
14 H 0.116
15 H 0.137
16 H 0.081
17 H 0.078
18 H 0.072
19 H 0.142
20 H 0.080
21 H 0.063
22 H 0.088
23 H 0.107
24 O -0.085
25 H 0.040
26 H -0.003
27 O -0.055
28 H -0.005
29 H 0.052
30 O -0.070
31 H -0.005
32 H -0.002
33 O -0.068
34 H -0.006
35 H 0.052
36 O -0.071
37 H -0.001
38 H 0.066

The following is a quantum chemistry calculation of a structure of composition C22H35CdClO2P2, from the Open Molecules 2025 dataset.

energy above the lowest of the compared OMol25 structures with the same formula, charge and spin = 0.00 kcal per mole
electronic energy = -2320.221874 Eh
LUMO = 0.00 eV
HOMO-LUMO gap = 6.521 eV

```
! wB97M-V def2-TZVPD RIJCOSX def2/J DEFGRID3
* xyz 0 1
P -1.4278 -2.3798 -3.9065
P -0.7252 0.5761 -4.6173
C -2.2323 -1.3130 -5.3283
C -1.0057 -0.7341 -5.9606
H -2.8583 -0.5739 -4.7798
H -2.8557 -1.8830 -6.0187
H -0.1965 -1.4722 -6.0536
H -1.1038 -0.3059 -6.9557
C -1.7345 1.9488 -5.3574
H -1.1265 2.8545 -5.2732
H -2.6534 2.0659 -4.7770
H -1.9810 1.7812 -6.4161
C 0.8072 1.0903 -5.5403
H 0.6780 1.0524 -6.6362
H 1.6380 0.4396 -5.2503
H 1.0637 2.1160 -5.2745
C -1.8665 -3.9472 -4.7245
H -1.1505 -4.7320 -4.4853
H -1.8930 -3.8109 -5.8112
H -2.8629 -4.2304 -4.3897
C 0.4370 -2.5101 -3.8005
H 0.9536 -1.5554 -3.7584
H 0.9170 -3.1030 -4.5856
H 0.6886 -3.0038 -2.8605
Cd -1.8805 -1.2401 -2.0676
C 1.1615 3.9265 -3.6198
C 0.1338 3.4864 -2.8774
C 0.1489 2.6838 -1.6182
C 1.5555 2.2607 -1.0987
C 2.4372 1.3340 -1.9019
C 3.1059 1.4224 -3.0605
C 3.3787 2.6783 -3.8477
C 2.6205 3.9038 -3.2465
C -1.6791 -3.4696 -1.2474
H 0.9984 4.2818 -4.6710
H -0.8818 3.6668 -3.2431
H -0.3986 1.7569 -1.8541
H -0.4469 3.1589 -0.7838
H 2.0767 3.1610 -0.7564
H 1.3577 1.7084 -0.1627
H 2.3856 0.2968 -1.5097
H 3.6500 0.4751 -3.3582
H 3.1197 2.5651 -4.9243
H 4.4551 2.9019 -3.7704
H 2.7850 3.9488 -2.1554
H 3.0804 4.8178 -3.6658
H -1.3145 -3.3495 -0.2066
H -0.9741 -4.1573 -1.7604
H -2.6692 -3.9594 -1.2370
Cl -1.0005 3.3229 5.1398
C -0.8857 2.0688 3.9693
C -2.0217 1.3247 3.6225
C -1.9801 0.4660 2.5207
C -0.8355 0.3898 1.7214
C 0.3607 0.9313 2.2156
C 0.3236 1.8343 3.2890
C -1.0083 -0.1003 0.3154
O -2.2353 -0.0675 -0.1112
O -0.0757 -0.5908 -0.3803
H -2.9411 1.4911 4.1672
H -2.8850 -0.0676 2.2669
H 1.3306 0.6918 1.7694
H 1.1990 2.4231 3.5657
*
```

Atomic charges from the Löwdin analysis, expressed in e, are listed below:
1 P 0.691
2 P 0.866
3 C -0.466
4 C -0.458
5 H 0.034
6 H 0.070
7 H 0.068
8 H 0.073
9 C -0.278
10 H 0.017
11 H 0.034
12 H 0.051
13 C -0.296
14 H 0.055
15 H 0.030
16 H -0.009
17 C -0.253
18 H 0.047
19 H 0.048
20 H 0.050
21 C -0.261
22 H 0.012
23 H 0.052
24 H 0.038
25 Cd 1.222
26 C -0.128
27 C -0.140
28 C -0.179
29 C -0.196
30 C -0.094
31 C -0.137
32 C -0.196
33 C -0.195
34 C -0.350
35 H 0.117
36 H 0.092
37 H 0.063
38 H 0.136
39 H 0.100
40 H 0.068
41 H 0.100
42 H 0.115
43 H 0.100
44 H 0.110
45 H 0.096
46 H 0.112
47 H -0.058
48 H -0.070
49 H -0.071
50 Cl 0.672
51 C -0.686
52 C -0.091
53 C -0.015
54 C -0.141
55 C -0.021
56 C -0.093
57 C -0.633
58 O -0.172
59 O -0.092
60 H 0.101
61 H 0.117
62 H 0.118
63 H 0.104

The following is a quantum chemistry calculation of an isolated molecule of C5H4N2O, from the Open Molecules 2025 dataset.

energy above the lowest of the compared OMol25 structures with the same formula, charge and spin = 22.41 kcal per mole
electronic energy = -377.628336 Eh
SMILES = C1=c2ncoc2=NC1
LUMO = 0.22 eV
HOMO-LUMO gap = 9.483 eV

```
! wB97M-V def2-TZVPD RIJCOSX def2/J DEFGRID3
* xyz 0 1
C 1.0811 -0.9095 -0.0111
C -0.2367 -0.6970 0.0058
N -1.4903 -1.2875 0.0033
C -2.3034 -0.3041 -0.0014
O -1.7930 0.9602 -0.0013
C -0.4611 0.7538 0.0031
N 0.5733 1.4975 -0.0059
C 1.6979 0.6148 0.0047
H 1.6875 -1.7886 -0.0331
H -3.3742 -0.3882 -0.0091
H 2.2870 0.7651 0.9091
H 2.3320 0.7835 -0.8641
*
```

Atomic charges from the Löwdin analysis, expressed in e, are listed below:
1 C 0.084
2 C -0.255
3 N 0.145
4 C -0.142
5 O 0.113
6 C -0.332
7 N 0.106
8 C -0.172
9 H 0.089
10 H 0.138
11 H 0.114
12 H 0.112

The following is a quantum chemistry calculation of a structure of composition C18H30N3O2OsSi2, from the Open Molecules 2025 dataset.

energy above the lowest of the compared OMol25 structures with the same formula, charge and spin = 2.00 kcal per mole
electronic energy = -1688.097695 Eh
<S²> = 6.017
LUMO (alpha / beta) = -2.79 / -4.22 eV
HOMO-LUMO gap (alpha / beta) = 8.124 / 7.266 eV

```
! wB97M-V def2-TZVPD RIJCOSX def2/J DEFGRID3
* xyz 1 5
Os -0.0969 0.5503 -0.5236
C 3.2207 -0.1279 -1.7779
Si 1.9366 -0.8125 -0.6305
C 1.4880 -2.5393 -1.1927
C 2.5551 -0.8632 1.1261
C 3.8904 -1.1886 1.3954
C 4.3438 -1.3085 2.6995
C 3.4669 -1.1036 3.7575
C 2.1440 -0.7762 3.5036
C 1.6721 -0.6482 2.1925
Si -0.1072 -0.2472 1.8140
C -1.1631 -1.7602 2.0979
C -0.7541 1.1305 2.8868
H 3.9950 -0.8845 -1.9322
H 3.6954 0.7677 -1.3745
H 2.7889 0.1166 -2.7505
H 2.3991 -3.1441 -1.2237
H 1.0505 -2.5466 -2.1959
H 0.8075 -3.0222 -0.4848
H 4.5902 -1.3453 0.5800
H 5.3793 -1.5578 2.8935
H 3.8186 -1.1937 4.7774
H 1.4767 -0.6085 4.3435
H -1.1281 -1.9934 3.1668
H -0.7780 -2.6249 1.5536
H -2.2092 -1.6074 1.8217
H -0.4830 0.9482 3.9303
H -1.8444 1.1669 2.8232
H -0.3632 2.1112 2.6097
C -4.9465 1.4119 -0.9041
N -4.2175 0.1527 -1.1069
C -4.8516 -1.0173 -1.3960
C -4.1745 -2.1661 -1.5915
C -2.7513 -2.1024 -1.5088
N -2.1403 -0.9548 -1.2243
C -2.8567 0.1532 -0.9966
O -2.2480 1.2074 -0.6823
N -1.9927 -3.1753 -1.7225
H -6.0105 1.1971 -0.9331
H -4.6887 2.1181 -1.6893
H -4.6791 1.8361 0.0592
H -5.9296 -0.9645 -1.4535
H -4.6921 -3.0871 -1.8108
H -2.3984 -4.0633 -1.9569
H -0.9893 -3.0924 -1.6789
C 1.5958 3.1922 -0.1694
C 1.4006 2.9147 -1.6492
C 0.8426 4.1022 -2.4024
O 0.5049 1.8081 -1.8432
H 2.3338 3.9812 -0.0166
H 1.9672 2.3082 0.3629
H 0.6549 3.5157 0.2875
H 2.3628 2.6328 -2.0868
H -0.0905 4.4405 -1.9475
H 0.6467 3.8357 -3.4402
H 1.5566 4.9274 -2.3853
*
```

Atomic charges from the Löwdin analysis, expressed in e, are listed below:
1 Os 1.397
2 C -0.205
3 Si 0.431
4 C -0.212
5 C -0.330
6 C -0.086
7 C -0.069
8 C -0.069
9 C -0.085
10 C -0.327
11 Si 0.404
12 C -0.204
13 C -0.206
14 H 0.042
15 H 0.037
16 H 0.038
17 H 0.046
18 H 0.029
19 H 0.018
20 H 0.103
21 H 0.109
22 H 0.109
23 H 0.103
24 H 0.043
25 H 0.022
26 H 0.021
27 H 0.036
28 H 0.031
29 H 0.024
30 C 0.027
31 N -0.025
32 C -0.009
33 C 0.025
34 C -0.345
35 N 0.127
36 C -0.521
37 O -0.106
38 N 0.212
39 H 0.098
40 H 0.108
41 H 0.103
42 H 0.143
43 H 0.123
44 H 0.128
45 H 0.077
46 C -0.069
47 C -0.525
48 C -0.046
49 O -0.402
50 H 0.096
51 H 0.058
52 H 0.084
53 H 0.125
54 H 0.087
55 H 0.085
56 H 0.090

Which value of electronic energy does entry 2 give?
-2320.221874 Eh